# 1
# C32H60F9IN3O8S3

A cluster of 3 separate species, C32H60F9IN3O8S3 in total (the ωB97M-V functional and the def2-TZVPD basis, the Open Molecules 2025 dataset).

Last column: Löwdin charge in e.
Atoms and positions in Å:
C -3.6811 -1.8294 1.9169  -0.14
C -4.3516 -0.8846 0.7757  -0.23
C -4.4649 -1.6505 -0.6451  -0.17
C -3.2229 -1.2298 -1.6041  -0.20
N -1.9261 -1.6684 -0.9802  -0.21
C -1.2332 -2.7121 -1.8082  -0.21
C -1.8392 -4.1909 -1.6684  -0.15
C -1.5874 -4.8789 -0.2222  -0.18
C -0.1904 -5.6693 -0.1178  -0.13
C 0.5859 -5.4995 1.2735  -0.23
C 1.7797 -6.5018 1.6677  -0.27
O 1.5296 -7.9172 1.7852  -0.01
C 2.3095 -5.6959 3.0029  -0.15
C 3.5434 -6.6197 3.4610  -0.10
O 4.3883 -6.0550 4.5024  -0.15
O 5.6483 -6.0260 3.9559  -0.04
N 2.6087 -4.3489 2.3487  -0.05
C 3.1225 -3.3304 3.3329  -0.15
C 3.2026 -1.8248 2.7854  -0.18
C 4.2606 -1.5835 1.5882  -0.16
C 3.6340 -0.4344 0.6407  -0.07
C 4.7580 0.3258 -0.2627  -0.27
F 6.0900 -0.1009 0.0337  0.05
F 4.7027 1.7022 0.2078  0.03
C 4.3991 0.3979 -1.8198  -0.29
F 4.9599 1.6088 -2.3632  0.06
F 2.9772 0.5554 -1.9911  0.03
S 4.9364 -1.0438 -2.8749  1.01
F 4.7892 -0.0400 -4.2342  -0.17
F 6.5599 -0.6988 -2.7449  -0.15
F 4.9351 -2.1387 -1.6148  -0.19
F 3.2965 -1.4379 -3.1227  -0.21
F 5.3438 -2.3057 -3.8953  -0.16
C 1.3217 -4.0633 1.5910  -0.59
I -0.1657 -3.1808 2.9852  1.16
O 1.4312 -3.1196 0.4785  -0.11
C 2.3731 -3.6067 -0.4757  -0.21
N 3.0252 -4.3813 -1.1518  0.23
C -0.9445 -0.5285 -0.9202  -0.96
S -0.5631 0.4430 -2.2393  0.72
S -0.1166 -0.2628 0.7217  0.72
C -0.9021 1.2612 1.4521  -0.46
C -0.7014 1.3917 3.0401  -0.28
C 0.8268 1.6368 3.4967  -0.12
H -3.5517 -1.2044 2.8713  0.07
H -4.3309 -2.7433 2.1580  0.08
H -2.6378 -2.1181 1.5433  -0.01
H -5.4177 -0.6537 1.1673  0.11
H -3.7906 0.1068 0.6311  0.08
H -5.4528 -1.3171 -1.1304  0.11
H -4.5086 -2.7906 -0.4740  0.11
H -3.3263 -1.6864 -2.6571  0.13
H -3.3018 -0.0898 -1.7343  0.10
H -0.1334 -2.7304 -1.4921  0.10
H -1.2612 -2.3363 -2.9015  0.12
H -2.9475 -4.1789 -1.9736  0.12
H -1.3008 -4.8557 -2.4359  0.12
H -2.4594 -5.6280 -0.0749  0.12
H -1.7443 -4.0592 0.5598  0.06
H -0.4476 -6.7976 -0.2065  0.14
H 0.4235 -5.4182 -1.0512  0.11
H -0.1999 -5.6390 2.0917  0.09
H 2.6662 -6.4267 0.9188  0.16
H 2.2920 -8.3392 1.3099  0.13
H 1.4269 -5.6829 3.7282  0.16
H 3.0775 -7.6014 3.8657  0.17
H 4.1154 -6.9202 2.5046  0.15
H 5.7489 -5.2130 3.3991  0.11
H 3.4594 -4.5886 1.8080  0.18
H 2.5692 -3.3130 4.3361  0.13
H 4.2113 -3.6442 3.5837  0.15
H 3.5721 -1.1771 3.6743  0.15
H 2.2063 -1.3706 2.4565  0.05
H 4.5239 -2.5448 0.9970  0.11
H 5.2407 -1.2288 2.0969  0.13
H 3.0847 0.3403 1.3054  0.13
H 2.8207 -0.9309 0.0085  0.09
H -2.0359 1.1919 1.2641  0.07
H -0.5334 2.1767 0.8540  0.10
H -1.4056 2.2081 3.4244  0.12
H -1.0505 0.3855 3.4993  0.10
H 1.5496 0.8888 2.9913  0.04
H 0.8861 1.4675 4.6381  0.08
H 1.1773 2.7207 3.3140  0.09
C -4.7838 5.9022 -1.5118  -0.10
O -5.2036 5.3407 -2.7483  -0.19
C -4.1648 4.6016 -3.3872  -0.19
C -4.3747 3.1006 -3.2262  -0.19
O -4.1899 2.6955 -1.8694  -0.22
C -5.4219 2.4493 -1.2054  -0.11
H -5.6619 6.3067 -1.0049  0.09
H -4.3241 5.1510 -0.8640  0.08
H -4.0773 6.7176 -1.6935  0.08
H -3.1804 4.9010 -3.0110  0.12
H -4.2071 4.8498 -4.4519  0.13
H -3.6228 2.5729 -3.8209  0.12
H -5.3640 2.8019 -3.5916  0.13
H -5.8798 1.5346 -1.5945  0.08
H -6.1140 3.2883 -1.3205  0.09
H -5.2153 2.3143 -0.1417  0.08
C -0.5324 9.4906 -3.3036  -0.11
O 0.3161 9.6834 -2.1802  -0.19
C -0.4096 9.7182 -0.9525  -0.20
C -0.2629 8.4085 -0.1864  -0.20
O -0.9310 7.3397 -0.8567  -0.20
C -0.0284 6.4806 -1.5389  -0.11
H 0.0955 9.3093 -4.1779  0.09
H -1.1932 8.6305 -3.1659  0.08
H -1.1278 10.3912 -3.4806  0.09
H -1.4653 9.9533 -1.1260  0.13
H 0.0200 10.5258 -0.3525  0.12
H -0.7391 8.5167 0.7926  0.12
H 0.7936 8.1668 -0.0227  0.13
H 0.5472 5.8940 -0.8164  0.08
H 0.6513 7.0441 -2.1845  0.09
H -0.6111 5.7984 -2.1611  0.08

The net charge is +1. The molecular weight comes out at 1008.93 g/mol. The largest force on an atom is 6.45 eV Å⁻¹. The value obtained for the total energy is -4411.66769 hartree. Its HOMO-LUMO gap is 6.43 eV. The value obtained for the highest occupied orbital energy is -0.385 Eh. Its LUMO energy is -4.038 eV.

---

# 2
# C32H62BBrF2N3O27P5S2

A cluster of 6 separate species, C32H62BBrF2N3O27P5S2 in total (the ωB97M-V functional and the def2-TZVPD basis, the Open Molecules 2025 dataset).

Last column: Löwdin charge in e.
Atoms and positions in Å:
H -1.8862 8.2640 -4.4268  0.03
N -2.5055 9.0788 -4.3869  0.11
C -3.2916 9.0726 -5.3761  -0.23
C -3.2977 7.9821 -6.4353  -0.18
C -3.4610 6.5998 -5.7384  -0.65
Br -4.8640 5.5886 -6.6494  0.86
O -2.2497 5.9288 -5.5080  -0.09
C -1.8275 4.9942 -6.4309  -0.27
C -0.4927 4.4065 -5.8824  -0.27
N -0.2442 3.1208 -6.6149  0.12
C -0.6836 2.1123 -6.1065  -0.78
S -1.1509 0.8007 -5.4260  0.81
O -0.7238 4.1132 -4.5424  -0.09
C 0.3254 4.5090 -3.6479  -0.58
S 0.6284 6.3180 -3.6479  0.92
C -0.2289 4.1360 -2.2281  -0.06
C 0.8347 3.8058 -1.1763  -0.34
O 0.8197 2.6906 -0.7087  0.11
C 1.8606 4.7663 -0.6584  -0.15
C 3.0899 4.2155 -0.2908  -0.01
C 4.1065 5.0423 0.1592  -0.06
C 3.9123 6.4113 0.2483  -0.08
C 2.6879 6.9752 -0.0798  -0.07
C 1.6818 6.1366 -0.5321  -0.07
B 1.7060 3.7145 -3.8735  -0.72
O 1.6939 2.3482 -3.8743  0.19
O 2.8306 4.4711 -4.0415  0.17
N -1.7436 5.4794 -7.8346  0.15
C -0.7092 6.3613 -8.0980  -0.51
O -0.1770 7.0965 -7.3501  0.19
F -0.3606 6.3666 -9.3921  0.15
C -1.9099 4.4537 -8.8141  -0.50
O -2.9581 4.1230 -9.2267  0.19
F -0.8198 3.8515 -9.2605  0.16
H -3.9998 9.8985 -5.4422  0.10
H -4.1590 8.1310 -7.0834  0.08
H -2.3936 8.0486 -7.0364  0.10
H -3.8675 6.8264 -4.7576  0.10
H -2.4840 4.1176 -6.4578  0.14
H 0.3689 5.0453 -6.0639  0.14
H -0.5420 6.7189 -3.1146  -0.10
H -0.8857 3.2717 -2.3128  0.13
H -0.8498 4.9558 -1.8576  0.11
H 3.2649 3.1506 -0.3528  0.12
H 5.0490 4.5855 0.4286  0.11
H 4.7083 7.0692 0.5759  0.10
H 2.4806 8.0346 -0.0318  0.10
H 0.7194 6.5509 -0.8031  0.09
H 2.4241 2.0379 -4.4227  0.12
H 3.6066 3.8986 -3.9993  0.12
C 0.4635 0.3943 3.1613  -0.09
O 1.7409 0.5871 2.5163  -0.25
P 2.9911 1.1722 3.4464  0.53
O 3.5463 2.2108 2.5542  -0.25
O 3.8065 -0.2327 3.4169  -0.25
C 3.7320 -1.1427 2.3222  -0.10
O 3.7143 1.5281 4.8848  -0.22
C 3.1446 0.9393 6.0732  -0.11
H -0.2373 0.0137 2.4234  0.07
H 0.5513 -0.3326 3.9738  0.09
H 0.0849 1.3400 3.5522  0.09
H 3.8369 -0.6320 1.3644  0.09
H 2.7964 -1.6987 2.3597  0.08
H 4.5440 -1.8581 2.4311  0.07
H 3.1746 -0.1504 6.0095  0.08
H 2.1154 1.2745 6.2126  0.08
H 3.7383 1.2662 6.9226  0.08
C 6.8056 -6.5711 1.5233  -0.10
O 6.6689 -5.5027 2.4856  -0.25
P 5.3483 -5.5564 3.5028  0.53
O 4.8724 -4.1591 3.4437  -0.24
O 6.2543 -5.8817 4.8165  -0.26
C 7.5913 -5.4174 4.9583  -0.11
O 4.0866 -6.3284 4.2161  -0.22
C 4.0531 -7.7737 4.1211  -0.10
H 7.7062 -6.3901 0.9428  0.09
H 6.8981 -7.5373 2.0272  0.09
H 5.9483 -6.5893 0.8476  0.08
H 7.6835 -4.3644 4.6946  0.09
H 8.2694 -6.0226 4.3578  0.08
H 7.8665 -5.5433 6.0043  0.09
H 4.9438 -8.2015 4.5853  0.08
H 3.9912 -8.0857 3.0775  0.08
H 3.1702 -8.1251 4.6472  0.09
C -7.8435 -0.0201 -7.1245  -0.11
O -8.5264 0.9715 -6.3270  -0.25
P -8.1197 2.5661 -6.5846  0.51
O -7.9799 3.0728 -5.2062  -0.25
O -9.5416 2.9658 -7.2626  -0.25
C -10.7621 2.3373 -6.8906  -0.11
O -7.3594 3.7235 -7.4699  -0.28
C -7.0103 3.3627 -8.8291  -0.11
H -8.2163 -0.9998 -6.8382  0.09
H -8.0401 0.1353 -8.1891  0.08
H -6.7679 0.0158 -6.9403  0.09
H -10.8670 2.2684 -5.8084  0.09
H -10.8348 1.3496 -7.3452  0.08
H -11.5723 2.9488 -7.2841  0.09
H -7.9079 3.1085 -9.3965  0.08
H -6.3175 2.5198 -8.8354  0.08
H -6.5239 4.2195 -9.2873  0.08
C -4.3873 -4.2717 4.1227  -0.12
O -4.6804 -2.9218 4.5387  -0.28
P -4.0246 -1.6596 3.6178  0.62
O -3.6235 -0.8820 4.8312  -0.26
O -5.4740 -1.2033 3.0276  -0.25
C -6.7040 -1.5406 3.6587  -0.10
O -3.2940 -0.5637 2.5816  -0.25
C -3.0320 -0.9842 1.2229  -0.12
H -4.8767 -4.9533 4.8140  0.09
H -4.7670 -4.4601 3.1140  0.08
H -3.3111 -4.4549 4.1500  0.08
H -6.6693 -1.3589 4.7315  0.09
H -6.9654 -2.5786 3.4549  0.08
H -7.4729 -0.9079 3.2181  0.09
H -3.9634 -1.2497 0.7184  0.08
H -2.3477 -1.8350 1.2099  0.08
H -2.5666 -0.1518 0.7011  0.09
C 6.8331 -9.2338 10.0870  -0.10
O 6.1657 -9.1021 8.8127  -0.25
P 4.9298 -10.1682 8.4862  0.51
O 5.2441 -10.5782 7.1025  -0.25
O 3.7552 -9.0523 8.5792  -0.25
C 3.9774 -7.6943 8.2150  -0.10
O 3.8792 -11.3348 8.9698  -0.22
C 3.6267 -11.4570 10.3876  -0.10
H 7.6069 -8.4732 10.1436  0.09
H 6.1296 -9.0838 10.9106  0.09
H 7.2983 -10.2175 10.1750  0.09
H 4.5095 -7.6146 7.2672  0.08
H 4.5202 -7.1734 9.0027  0.08
H 3.0063 -7.2136 8.1104  0.09
H 3.2071 -10.5290 10.7809  0.08
H 4.5459 -11.7042 10.9210  0.08
H 2.9118 -12.2625 10.5285  0.09

Its structure (SMILES) is [H]/N=C\C[C@@H](Br)O[C@H]([C@H](N=C=S)O[C@@](S)(CC(=O)c1ccccc1)B(O)O)N(C(=O)F)C(=O)F.COP(=O)(OC)OC.COP(=O)(OC)OC.COP(=O)(OC)OC.COP(=O)(OC)OC.COP(=O)(OC)OC. The molecular weight comes out at 1268.56 g/mol. The largest force on an atom is 8.93 eV Å⁻¹. The value obtained for the total energy is -8754.05444 hartree. Its HOMO-LUMO gap is 6.78 eV. The value obtained for the highest occupied orbital energy is -0.320 Eh. Its LUMO energy is -1.930 eV.

---

# 3
# C32H62F2N4O38S7

A structure of composition C32H62F2N4O38S7 (the ωB97M-V functional and the def2-TZVPD basis, the Open Molecules 2025 dataset).

Last column: Löwdin charge in e.
Atoms and positions in Å:
C 0.5888 5.6501 8.5747  0.04
C 0.2865 6.2507 9.9261  -0.55
O 1.1617 6.3794 10.7413  0.04
N -0.9539 6.6671 10.1102  0.04
C -1.4825 7.0666 11.3228  -0.07
H 1.0196 6.5026 8.0541  0.06
H -0.3146 5.3129 8.0730  0.07
H 1.2787 4.8366 8.7376  0.08
H -1.5606 6.4124 9.3508  0.11
H -2.5573 7.0038 11.2245  0.06
H -1.2310 8.0902 11.6092  0.09
H -1.1142 6.4077 12.1039  0.09
C -1.8359 7.3038 17.1211  0.00
C -2.3949 7.7897 15.8324  -0.55
O -1.7567 7.7304 14.8053  0.04
N -3.6961 8.2556 15.8518  0.00
C -4.4238 8.6777 14.6992  -0.09
H -1.7646 8.1002 17.8707  0.09
H -0.8288 6.9504 16.9435  0.08
H -2.4590 6.5230 17.5582  0.09
H -4.1619 8.3667 16.7318  0.13
H -5.4822 8.6298 14.9430  0.09
H -4.2407 7.9703 13.8904  0.07
H -4.1819 9.6844 14.3591  0.08
C 0.9992 2.9849 11.3520  0.00
C 0.6349 3.4293 12.7774  -0.52
O 0.1004 2.6820 13.5520  0.06
N 1.0501 4.7189 13.1016  0.00
C 0.6439 5.5148 14.2500  -0.08
H 1.7554 3.6322 10.9306  0.05
H 0.1394 2.9036 10.6959  0.07
H 1.4242 1.9863 11.4816  0.08
H 1.3964 5.2678 12.3150  0.07
H -0.4002 5.3089 14.4724  0.05
H 0.8164 6.5540 14.0087  0.07
H 1.2296 5.2269 15.1299  0.08
C -3.4877 4.6902 14.5883  0.00
C -3.3985 3.2347 14.2129  -0.51
O -2.4184 2.5870 14.5541  0.04
N -4.3997 2.7002 13.3951  0.02
C -5.5593 3.4517 12.8711  -0.08
H -2.4899 5.1223 14.5020  0.06
H -3.6312 4.7645 15.6772  0.09
H -4.2105 5.3097 14.0684  0.06
H -4.3395 1.7065 13.2957  0.12
H -6.0215 2.8206 12.1118  0.08
H -5.2710 4.3238 12.2941  0.05
H -6.2108 3.6361 13.7250  0.09
C 2.2467 0.3980 7.1414  0.02
C 1.0089 1.1165 7.6832  -0.26
O 0.7708 2.1284 6.6874  0.12
C 1.4416 1.8139 5.5481  -0.64
O 1.3959 2.3970 4.5680  0.20
O 2.1795 0.7230 5.6940  0.08
F 1.2876 1.7152 8.8758  0.06
H 2.1168 -0.6705 7.2634  0.14
H 3.1781 0.8516 7.4732  0.13
H 0.0763 0.5549 7.7555  0.17
C -0.1206 10.3264 13.3681  -0.04
C 0.5971 10.7953 12.1208  -0.27
O 1.3176 11.9351 12.5363  0.15
C 1.0075 12.2586 13.8002  -0.66
O 1.4185 13.1559 14.3181  0.26
O 0.1554 11.3781 14.3222  0.08
F -0.2865 10.9823 11.0691  0.03
H 0.1724 9.3667 13.7763  0.13
H -1.2077 10.3629 13.2895  0.13
H 1.3750 10.1128 11.7672  0.17
C 4.3777 6.8896 10.0002  -0.17
C 4.3836 6.6868 8.4811  -0.17
O 5.4825 7.5034 8.0706  -0.16
S 6.6715 7.1477 9.0497  0.54
O 7.6058 8.1278 9.2496  -0.18
O 7.1782 5.9010 8.6745  -0.20
O 5.7460 7.0133 10.3550  -0.17
H 3.8874 6.0969 10.5655  0.12
H 3.8223 7.8029 10.2664  0.13
H 3.4437 6.9529 8.0263  0.10
H 4.6021 5.6257 8.2898  0.10
C -7.0664 9.9331 9.9504  -0.14
C -6.0424 10.3837 10.9448  -0.14
O -5.8474 9.1817 11.7448  -0.19
S -5.6674 8.0073 10.7088  0.50
O -6.1788 6.8344 11.1856  -0.16
O -4.3610 8.0627 10.2228  -0.20
O -6.6572 8.5988 9.6177  -0.18
H -7.1192 10.5323 9.0543  0.14
H -8.0289 9.7967 10.4414  0.14
H -6.3245 11.2468 11.5355  0.14
H -5.0518 10.6005 10.5100  0.13
C -2.2224 5.8306 3.4963  -0.12
C -2.8422 4.5067 3.9994  -0.14
O -3.7121 4.8755 5.0606  -0.18
S -3.2132 6.2018 5.7507  0.52
O -2.2494 5.9395 6.7046  -0.18
O -4.3701 6.8956 6.1220  -0.20
O -2.5309 6.8362 4.4759  -0.18
H -2.7413 6.1146 2.5764  0.13
H -1.1531 5.8188 3.3317  0.13
H -2.1143 3.7510 4.3020  0.13
H -3.4276 3.9587 3.2581  0.13
C -6.0572 4.1503 9.0380  -0.13
C -5.3236 5.2667 8.2681  -0.17
O -4.1419 5.5246 9.0357  -0.21
S -3.5929 4.1292 9.5917  0.51
O -3.0106 4.3383 10.8115  -0.16
O -2.9738 3.3818 8.6086  -0.18
O -5.0464 3.4902 9.7984  -0.20
H -6.6594 3.5110 8.3958  0.13
H -6.7373 4.6046 9.7718  0.12
H -5.9023 6.1868 8.2089  0.13
H -5.0422 4.9954 7.2454  0.10
C -1.0475 11.0071 6.7036  -0.12
C -1.1645 10.3751 8.0654  -0.13
O -0.5154 9.0682 7.9625  -0.19
S 0.4276 8.9606 6.7061  0.51
O -0.1066 8.0225 5.8112  -0.21
O 1.7493 8.8685 7.1090  -0.19
O 0.1592 10.4086 6.1225  -0.18
H -0.8761 12.0706 6.7825  0.13
H -1.8746 10.7179 6.0515  0.13
H -2.1861 10.2662 8.4105  0.13
H -0.5859 10.9476 8.7913  0.11
C 6.4700 0.9463 9.6573  -0.18
C 5.4706 0.4705 10.7036  -0.14
O 4.4553 1.4921 10.7498  -0.19
S 4.8009 2.7276 9.7976  0.53
O 5.6798 3.6188 10.3929  -0.17
O 3.6733 3.1694 9.1632  -0.19
O 5.7218 1.8215 8.8541  -0.18
H 6.8464 0.1442 9.0328  0.14
H 7.3316 1.3958 10.1547  0.13
H 5.9204 0.3849 11.6977  0.13
H 4.9975 -0.4951 10.5083  0.13
C 3.3743 4.8061 4.1553  -0.13
C 2.8957 4.9277 5.5638  -0.15
O 3.6649 3.9545 6.3240  -0.20
S 5.0568 3.6254 5.6433  0.50
O 5.1878 2.2397 5.5318  -0.20
O 6.0533 4.3479 6.2280  -0.17
O 4.7563 4.2837 4.2268  -0.17
H 3.3620 5.7612 3.6328  0.13
H 2.7217 4.1012 3.6207  0.12
H 1.8189 4.8221 5.6339  0.13
H 3.1302 5.9198 5.9699  0.12

The molecular weight comes out at 1373.30 g/mol. The largest force on an atom is 8.41 eV Å⁻¹. The value obtained for the total energy is -7321.58308 hartree. Its HOMO-LUMO gap is 7.79 eV. The value obtained for the highest occupied orbital energy is -0.299 Eh. Its LUMO energy is -0.349 eV.